The following is a quantum chemistry calculation of a molecular structure, C19H26ClN5O6OsS, from OMol25.

Total energy, eV: -65670.59787
Multiplicity: 5
⟨S²⟩: 6.02
Lowest unoccupied orbital energy (spin up / spin down), Eh: -0.210 / -0.293
ΔE to the lowest compared entry with this formula, charge and spin, kcal per mole: 7.48
Net charge: +2
Frontier orbital gap (spin up / spin down), Ha: 0.3301 / 0.2477
HOMO energy (spin up / spin down), hartree: -0.540 / -0.540

XYZ file:
```
59
Properties=species:S:1:pos:R:3:forces:R:3:mulliken_charge:R:1
Os -0.04689 -1.01100 -0.19521 0.00 0.00 0.27 2.3417
C -0.52323 4.20353 -1.40016 0.08 -0.13 -0.03 -0.9778
N -0.09505 2.81371 -1.63438 -0.06 0.19 -0.01 0.1800
C 1.09745 2.61901 -2.47870 -0.12 -0.01 0.10 -1.0416
C -0.72271 1.81634 -1.08379 0.19 -0.16 -0.06 0.7758
O -0.34996 0.61624 -1.33308 -0.17 0.15 -0.08 -0.9586
C -1.92088 2.08006 -0.19691 0.02 0.04 0.04 -1.0914
O -2.54632 0.87007 0.15281 -0.09 -0.03 -0.04 -0.2633
C -2.84683 0.71919 1.51801 0.07 0.15 0.02 -1.2643
C -1.62914 0.18622 2.25561 0.17 -0.02 0.00 0.5849
O -0.54292 0.08327 1.60922 -0.21 0.05 0.11 -0.5412
N -1.70346 -0.10136 3.52899 -0.03 0.06 0.12 0.0802
C -0.52741 -0.57049 4.27574 -0.06 0.01 -0.05 -0.9826
C -2.94593 0.06812 4.29530 0.11 0.00 0.00 -0.9945
H -0.41489 4.46269 -0.34787 -0.03 0.03 0.00 0.3587
H -1.55115 4.35076 -1.72626 0.00 0.03 0.01 0.3545
H 0.11998 4.85259 -1.98464 0.00 0.01 0.00 0.3898
H 1.94714 3.07783 -1.97418 0.02 0.01 -0.03 0.4117
H 0.92505 3.11812 -3.42979 0.03 -0.01 -0.02 0.4112
H 1.28009 1.56163 -2.63499 0.02 0.01 -0.01 0.2953
H -2.62709 2.71265 -0.74299 -0.01 0.00 0.00 0.4897
H -1.58044 2.64663 0.67609 0.01 -0.03 0.02 0.5289
H -3.69814 0.04550 1.61329 0.03 -0.07 -0.07 0.4603
H -3.13883 1.67187 1.97215 -0.06 0.00 -0.02 0.5525
H 0.26597 -0.82953 3.58473 0.00 -0.01 0.00 0.2748
H -0.81485 -1.43972 4.86315 0.01 -0.01 0.00 0.4018
H -0.18869 0.22218 4.94182 0.00 -0.01 0.01 0.3743
H -3.61290 -0.78017 4.14439 -0.01 0.00 -0.01 0.3202
H -3.45187 0.99387 4.03151 -0.02 -0.01 -0.02 0.3733
H -2.68249 0.12091 5.34742 -0.02 0.00 0.01 0.4018
O 2.08725 1.25198 1.35358 0.04 0.11 0.05 -0.5874
C 2.59991 0.49032 0.58400 -0.32 -0.42 -0.26 0.7465
N 1.86180 -0.51150 -0.13010 0.15 0.19 -0.05 0.1431
S 2.75217 -1.18101 -1.40282 -0.05 -0.28 -0.10 0.9177
O 2.63656 -2.60239 -1.30869 0.11 0.09 0.02 -0.6249
O 2.33359 -0.54471 -2.62041 -0.01 0.04 0.11 -0.6367
C 4.26156 -0.51869 -0.83793 0.12 0.06 0.05 0.4758
C 5.52136 -0.76701 -1.34131 0.02 0.06 0.06 -0.7686
C 6.57421 -0.06609 -0.76138 0.03 0.00 0.00 -0.5279
C 6.35745 0.84662 0.26779 -0.02 -0.04 -0.04 -0.5725
C 5.07819 1.08511 0.75352 0.01 0.04 0.05 -0.6438
C 4.02612 0.38562 0.18994 0.06 0.00 -0.02 -0.0364
H 5.69064 -1.47290 -2.14259 -0.03 0.00 0.00 0.4952
H 7.58136 -0.23455 -1.11778 0.00 0.00 0.00 0.4307
H 7.20132 1.37081 0.69471 -0.01 0.01 0.01 0.4333
H 4.89728 1.78569 1.55766 0.01 0.00 0.00 0.5290
Cl 0.20766 -2.86229 1.02954 0.09 -0.05 -0.02 -0.3867
C -3.98010 -4.57565 -1.86268 0.14 0.17 0.02 -0.8435
N -3.17690 -3.34855 -1.78455 -0.07 -0.03 -0.07 0.0687
C -3.22470 -2.29406 -2.67558 -0.06 -0.14 0.03 -0.6921
C -2.32485 -1.38488 -2.24756 0.10 0.06 0.15 -0.4731
N -1.72323 -1.87025 -1.08870 -0.13 -0.02 -0.24 -0.1216
C -2.27091 -3.06996 -0.86052 0.04 -0.01 0.04 0.0575
H -5.02808 -4.32827 -1.71785 -0.02 -0.04 -0.01 0.3456
H -3.64406 -5.25558 -1.08562 -0.04 -0.02 0.00 0.3013
H -3.82802 -5.03487 -2.83552 -0.03 -0.02 -0.01 0.3572
H -3.88310 -2.30015 -3.52667 0.01 0.02 0.00 0.4771
H -2.04783 -0.44040 -2.67536 -0.02 -0.01 -0.01 0.5010
H -2.01028 -3.73312 -0.05437 0.01 0.01 0.00 0.3894
```
Positions in Å, forces in eV/Å.